Record 1
72
Properties=species:S:1:pos:R:3:forces:R:3 method="wB97M-V/def2-TZVPD" orbital_gap_ev=8.953 e_tot_ha=-2802.0338 lumo_energy_ev=0.2
N 0.797562 1.193007 -1.624643 -1.07 0.18 -0.81
P 0.096678 2.652724 -2.277463 0.77 1.76 2.05
O 1.332626 3.327714 -3.189314 -1.54 -1.98 -0.28
O -1.104534 2.209362 -3.476724 -0.28 -2.15 -0.03
P -2.200338 1.131574 -3.008242 -0.97 1.48 0.03
O -2.189394 0.791430 -1.575629 0.60 -0.43 -0.61
O -2.130698 -0.156137 -4.014724 0.44 1.43 0.12
C -0.844034 -0.798169 -4.027575 -1.19 -0.48 0.43
C -0.843769 -1.871151 -2.899974 0.90 0.12 0.11
O 0.160063 -2.359686 -2.507594 0.02 -0.09 -0.09
F -2.015760 -2.229217 -2.324951 0.35 0.60 -0.94
O -3.653223 1.831200 -3.352240 1.14 -1.60 -0.04
C -4.654998 0.964196 -2.814884 -0.45 -0.62 0.47
S -6.172167 1.063394 -3.849905 -0.69 3.08 -1.34
O -5.808250 1.805815 -5.039651 0.24 -1.21 0.37
O -7.247153 1.664789 -3.093153 0.52 -1.20 0.47
H 0.647301 1.238596 -0.579844 0.39 0.48 -1.54
H 0.280853 0.353391 -1.880885 0.26 0.05 -0.15
H 1.634544 2.636589 -3.809066 0.47 0.44 0.06
H -0.041562 -0.054324 -3.882856 -0.14 -0.63 0.15
H -0.676879 -1.266801 -5.017659 -0.27 0.10 0.64
H -4.329770 -0.094128 -2.769063 -0.22 0.42 -0.14
H -4.953911 1.257807 -1.791234 0.11 0.08 -0.60
H -6.577830 -0.185690 -4.249148 0.55 0.03 0.50
C -0.143440 7.261238 0.419464 0.03 0.01 0.07
C 1.259042 7.319894 -0.174840 -0.26 0.16 0.15
C 1.559256 6.152662 -1.118192 0.13 0.28 -0.02
C 1.603598 4.869712 -0.418085 -0.15 -0.25 0.04
N 1.619454 3.849624 0.127371 1.88 4.37 -1.78
H -0.272793 6.379671 1.050071 0.00 -0.02 -0.06
H -0.328413 8.141566 1.037155 -0.03 -0.03 -0.01
H -0.901153 7.235736 -0.366601 0.00 -0.02 0.02
H 1.993718 7.349171 0.633444 0.05 -0.05 -0.09
H 1.363445 8.253350 -0.733437 0.08 -0.08 -0.05
H 2.524548 6.321149 -1.600441 0.00 -0.16 -0.01
H 0.811587 6.112177 -1.914914 -0.02 -0.14 0.06
C 0.493133 0.596025 4.505407 0.01 0.31 -0.16
C -0.297880 -0.100378 3.406487 -0.03 0.15 0.36
C 0.496713 -0.265325 2.108773 -0.25 -0.23 0.07
C 0.792109 1.018458 1.470249 0.34 0.38 0.27
N 1.031342 2.036062 0.965496 -1.83 -4.46 2.57
H 0.745843 1.621943 4.225633 -0.05 -0.02 -0.07
H -0.093641 0.636873 5.423195 0.08 -0.03 0.01
H 1.415083 0.061327 4.720638 -0.03 0.05 0.03
H -1.219821 0.454638 3.215005 0.03 -0.06 -0.13
H -0.591174 -1.091089 3.762228 0.03 -0.02 -0.12
H -0.080651 -0.877784 1.410586 0.07 0.11 -0.12
H 1.427402 -0.802960 2.305674 0.05 0.13 -0.02
C -2.021729 -3.529551 7.730556 -0.02 0.06 -0.04
C -1.778858 -4.013844 6.305741 -0.23 0.05 0.27
C -0.294337 -4.197555 5.979290 -0.28 -0.16 -0.21
C 0.434131 -2.928818 5.973562 0.13 -0.11 0.06
N 1.006347 -1.933091 5.969854 -0.03 -0.29 0.14
H -1.597776 -2.536771 7.892678 0.03 -0.04 0.01
H -3.092171 -3.469850 7.930646 0.04 0.01 0.03
H -1.580643 -4.214560 8.457706 0.00 0.03 0.00
H -2.234782 -3.312687 5.602527 0.09 -0.05 -0.05
H -2.284361 -4.972815 6.171271 0.10 0.00 -0.10
H -0.199584 -4.660156 4.994322 0.13 0.09 0.00
H 0.165122 -4.882750 6.694885 0.07 0.12 0.03
C 4.078285 -5.750302 -3.924078 0.07 0.01 -0.02
C 4.530955 -4.742300 -2.873940 0.02 -0.31 -0.15
C 3.699087 -3.457186 -2.878101 0.20 -0.13 0.32
C 3.875587 -2.681151 -4.105531 -0.17 0.04 0.04
N 4.009863 -2.073394 -5.070433 0.00 -0.04 0.00
H 4.211627 -5.360651 -4.935018 -0.04 0.02 0.02
H 4.662619 -6.667820 -3.842413 -0.04 0.01 -0.03
H 3.025339 -6.008311 -3.791064 0.01 0.01 -0.02
H 5.586685 -4.507953 -3.029008 -0.05 0.08 0.05
H 4.449190 -5.204761 -1.887570 -0.01 0.13 0.03
H 3.995187 -2.839528 -2.027439 -0.06 0.13 -0.11
H 2.641581 -3.694213 -2.742403 -0.01 0.10 -0.12



Record 2
60
Properties=species:S:1:pos:R:3:forces:R:3 method="wB97M-V/def2-TZVPD" orbital_gap_ev=6.680 e_tot_ha=-1039.6942 lumo_energy_ev=0.6
C 3.010686 -0.060527 -5.578398 -0.03 -0.09 -0.19
N 2.118348 0.195391 -4.488354 0.61 0.98 0.81
C 0.939969 0.935583 -4.852162 -0.33 -0.34 -0.73
C -0.014545 1.209675 -3.691902 -0.30 0.08 0.54
C -0.192063 -0.119168 -2.936974 0.36 -0.68 -1.13
O -1.083067 -0.911226 -3.247571 0.71 0.58 0.07
C 1.132094 -0.544192 -2.329484 0.10 -0.03 0.02
C 2.070818 -0.842398 -3.494122 0.02 -0.88 -0.35
H 3.968712 -0.437381 -5.203912 -0.10 0.11 -0.05
H 2.609757 -0.809605 -6.283888 0.03 -0.03 -0.03
H 3.183055 0.862598 -6.144598 0.05 -0.13 0.09
H 1.283519 1.873286 -5.317801 -0.23 -0.13 0.13
H 0.362820 0.392470 -5.632680 0.03 0.11 0.14
H 0.387832 1.986580 -3.025992 0.05 -0.23 -0.17
H -0.978572 1.558471 -4.079518 0.17 -0.12 0.06
H 1.527369 0.253755 -1.688905 -0.03 -0.21 -0.27
H 0.989107 -1.441371 -1.720133 0.04 0.12 -0.11
H 1.741897 -1.807220 -3.942291 0.08 0.14 0.10
H 3.100473 -0.992378 -3.136187 -0.21 -0.07 0.01
C 1.330602 2.796413 0.095015 0.54 0.11 -0.15
C 0.068560 2.821661 0.926277 -0.45 -0.53 0.30
C 0.196915 3.570227 2.226227 0.14 0.92 0.30
N -0.315562 1.466128 1.321832 -0.43 -1.34 -0.01
N -0.286121 1.161884 2.596365 -0.29 -2.63 1.04
N -0.758877 -0.119178 2.675251 1.48 2.37 -0.83
C -0.226725 -0.841457 3.879115 -0.52 0.68 -0.15
C -0.580333 0.023229 5.067042 -0.19 -0.11 0.65
C 1.270271 -1.028834 3.746357 0.39 -0.15 -0.22
C -1.120099 -0.591503 1.446303 -0.37 -0.49 1.01
C -1.897842 -1.914343 1.341448 0.37 0.35 -0.12
C -2.675310 -1.992133 0.029748 -0.10 0.00 -0.20
C -2.923523 -2.043703 2.476607 -0.17 -0.01 0.18
C -0.904127 -3.071482 1.396136 0.15 -0.34 -0.06
C -0.802421 0.432269 0.538001 -0.19 0.81 -2.03
C -0.909496 0.527968 -0.871892 -1.37 0.32 1.28
H 1.651120 3.817165 -0.144330 -0.15 -0.14 0.04
H 2.140689 2.330982 0.672967 -0.15 0.03 -0.15
H 1.207379 2.250987 -0.845913 -0.01 0.06 0.26
H -0.782013 3.199429 0.354532 0.05 0.10 -0.19
H 0.425000 4.617813 2.037338 0.03 0.06 -0.08
H -0.741154 3.515908 2.785055 0.19 0.10 -0.04
H 0.985722 3.147208 2.854713 -0.10 0.14 -0.15
H -0.733345 -1.802255 3.925872 0.12 0.13 0.03
H -0.039788 -0.337394 5.948283 -0.12 0.12 -0.08
H -0.312021 1.065110 4.869605 0.02 -0.27 0.16
H -1.653256 -0.031229 5.277417 0.12 0.09 -0.02
H 1.682114 -1.428216 4.682408 -0.14 0.05 -0.22
H 1.512258 -1.730110 2.939123 0.01 0.18 0.10
H 1.748521 -0.063697 3.537201 -0.08 -0.25 0.09
H -2.008500 -2.065175 -0.832726 -0.11 0.04 0.02
H -3.320052 -2.881194 0.031010 0.17 0.14 0.07
H -3.317152 -1.113600 -0.088544 0.08 -0.12 -0.07
H -2.487439 -1.994531 3.477104 -0.13 -0.02 -0.16
H -3.689551 -1.264164 2.414218 0.11 -0.06 -0.05
H -3.422688 -3.017172 2.392258 0.07 0.18 -0.02
H -0.335156 -3.078064 2.332357 -0.04 -0.08 -0.19
H -1.431756 -4.028701 1.312746 0.06 0.09 0.02
H -0.204655 -2.999753 0.556207 -0.03 -0.02 0.16
H -1.678263 -0.137630 -1.267111 0.40 0.69 0.12
H -0.820137 1.528794 -1.316751 -0.37 -0.41 0.40



Record 3
62
Properties=species:S:1:pos:R:3:forces:R:3 method="wB97M-V/def2-TZVPD" charge=+4 orbital_gap_ev="6.466 / 6.199" e_tot_ha=-2092.4516 multiplicity=5 relative_energy_ev=0.000 lumo_energy_ev="-12.7 / -15.1"
P 3.294878 -0.593506 0.543106 -0.37 -0.09 -0.67
C 3.574577 -0.792498 2.282345 0.06 0.09 0.37
H 4.598321 -1.179284 2.418536 -0.22 0.10 0.02
H 2.841810 -1.499817 2.699081 0.31 0.17 -0.20
H 3.476645 0.184359 2.782561 0.15 -0.30 -0.14
C 3.053384 -2.130439 -0.324432 -0.02 -0.47 -0.05
H 2.972358 -1.989748 -1.410442 0.24 0.08 0.36
H 2.138837 -2.620017 0.040888 0.30 0.10 0.05
H 3.911000 -2.786070 -0.118643 -0.14 0.04 -0.07
C 4.418452 0.498146 -0.313822 0.17 0.40 0.05
H 5.404354 0.021306 -0.386713 -0.09 0.02 0.00
H 4.523431 1.434486 0.254103 0.03 -0.22 -0.12
H 4.059276 0.736444 -1.327318 0.14 -0.17 0.35
P -0.888838 2.952466 -0.510450 0.24 -0.80 -0.60
C -0.753873 3.390102 1.228780 0.00 0.06 0.15
H -1.171667 4.399030 1.365049 0.11 -0.21 0.05
H 0.298055 3.377430 1.535862 -0.28 0.13 -0.05
H -1.316906 2.667743 1.830263 0.10 0.28 -0.09
C 0.127434 4.080544 -1.482540 0.16 -0.01 0.07
H 0.076027 3.835406 -2.552060 -0.07 0.22 0.31
H 1.170336 3.997936 -1.143572 -0.26 0.16 -0.11
H -0.234105 5.102636 -1.317767 0.16 -0.06 -0.12
C -2.604583 3.115812 -1.042030 -0.07 -0.06 0.10
H -2.853868 4.182648 -1.091735 -0.13 -0.17 -0.01
H -3.250829 2.615438 -0.308899 0.06 0.20 -0.20
H -2.750155 2.652644 -2.027476 -0.02 0.27 0.26
P -2.425327 -2.201745 0.572656 0.76 0.23 -0.70
C -3.037599 -2.252577 2.230490 -0.26 0.05 0.35
H -3.553669 -3.218468 2.355778 0.06 0.21 0.07
H -3.751240 -1.429613 2.392148 0.13 -0.30 -0.04
H -2.205759 -2.178449 2.945661 -0.26 -0.11 -0.30
C -3.663151 -2.252950 -0.706350 -0.49 0.15 -0.16
H -4.247568 -3.172593 -0.587594 0.00 0.02 -0.05
H -3.229728 -2.238684 -1.715203 -0.09 -0.13 0.39
H -4.346234 -1.397124 -0.607711 0.07 -0.23 0.07
C -1.048236 -3.277902 0.250223 0.33 -0.48 0.17
H -1.389627 -4.312799 0.367383 0.09 0.00 -0.04
H -0.263790 -3.060522 0.994265 -0.43 -0.19 -0.26
H -0.636566 -3.147196 -0.759528 -0.33 -0.03 0.26
Pt -0.160005 0.469430 -1.482837 -0.90 3.37 7.06
C 1.592841 0.317321 0.248457 0.12 2.65 4.14
O 1.339154 1.123421 1.139178 0.55 -2.64 -3.35
C -1.601572 -0.474119 0.211676 -1.95 2.42 3.96
O -1.941207 0.386670 1.022432 1.36 -2.67 -3.08
C -1.426129 0.039332 -3.108867 -1.05 -0.56 -1.13
C -0.789592 -1.162683 -2.717239 -0.37 -1.52 -1.61
C 0.608065 -1.235565 -2.693884 0.86 -1.46 -0.29
C 1.367768 -0.056655 -2.845213 1.14 -0.89 -1.61
C 0.750365 1.129632 -3.294417 0.81 0.77 -1.06
C -0.640412 1.148932 -3.473985 -0.81 1.16 -1.56
H -2.511989 0.106451 -3.081836 0.19 0.05 -0.23
H -1.383527 -2.027282 -2.444297 0.16 0.10 -0.24
H 1.107267 -2.172572 -2.426616 -0.29 0.35 -0.15
H 2.428345 -0.053891 -2.634722 0.01 -0.08 -0.23
H 1.339107 2.039091 -3.399793 -0.13 -0.21 -0.21
H -1.137303 2.071752 -3.757152 0.09 -0.10 -0.14
C 0.073610 -0.268424 4.640141 -0.11 0.36 0.44
C 0.210950 -1.009198 3.404873 0.23 -0.89 -0.61
N 0.344640 -1.657344 2.453179 -0.07 1.02 0.69
H -0.868026 0.298751 4.637485 0.26 -0.14 0.04
H 0.911417 0.433961 4.752532 -0.23 -0.18 0.01
H 0.070370 -0.959592 5.496004 0.02 0.16 -0.25